(1)
Density functional theory data (the ωB97M-V functional and the def2-TZVPD basis) for 2 unconnected molecules or ions with the total composition C2H4N2OS in a non-equilibrium geometry.

Each line ends with the Löwdin charge.
CARTESIAN COORDINATES (ANGSTROEM)
1 C 1.067 -0.282 0.277  -0.379
2 C 0.411 0.663 -0.519  -0.016
3 N 0.846 -1.522 0.046  0.058
4 N -1.723 0.503 -0.008  -0.725
5 O -2.294 1.543 -0.161  -0.041
6 S -1.995 -0.914 0.516  0.790
7 H 1.712 0.105 1.074  0.111
8 H 0.530 1.723 -0.365  0.074
9 H 0.090 0.350 -1.502  0.077
10 H 1.356 -2.169 0.642  0.051

Computed properties:
LUMO (alpha / beta)	-0.979 / -0.861	eV
frontier orbital gap (alpha / beta)	7.62 / 7.71	eV


(2)
Density functional theory data (the ωB97M-V functional and the def2-TZVPD basis) for a molecular structure, C23H49N2O2P3Pt in a non-equilibrium geometry.

Each line ends with the Löwdin charge.
CARTESIAN COORDINATES (ANGSTROEM)
1 Pt 0.854 -0.061 -0.635  0.828
2 P 2.186 -0.805 1.057  0.667
3 P 1.689 2.086 -0.639  0.698
4 P -0.395 -2.050 -0.715  0.717
5 H 0.370 3.023 -4.778  0.105
6 C 0.105 1.990 -4.536  0.023
7 C -1.291 1.711 -4.260  -0.172
8 H -1.612 2.222 -3.333  0.126
9 C 3.348 -2.061 0.407  -0.202
10 C 3.347 0.320 1.930  -0.220
11 C 1.448 -1.629 2.522  -0.215
12 C 0.821 3.154 -1.810  -0.214
13 C 1.502 2.992 0.928  -0.211
14 C 3.437 2.138 -1.170  -0.209
15 C -2.026 -1.843 -1.516  -0.207
16 C -0.880 -2.991 0.781  -0.227
17 C 0.481 -3.323 -1.693  -0.203
18 H 0.674 1.221 -5.062  0.092
19 H -1.900 2.131 -5.069  0.150
20 H 4.080 -2.296 1.188  0.085
21 H 3.881 -1.675 -0.468  0.065
22 H 2.823 -2.977 0.118  0.043
23 H 4.095 -0.292 2.454  0.088
24 H 2.810 0.907 2.686  0.046
25 H 3.875 0.995 1.250  0.037
26 H 1.303 -2.699 2.345  0.052
27 H 0.488 -1.170 2.777  0.028
28 H 2.114 -1.499 3.384  0.080
29 H 1.211 4.178 -1.744  0.096
30 H -0.258 3.140 -1.600  0.074
31 H 0.977 2.759 -2.824  0.011
32 H 1.605 4.066 0.717  0.088
33 H 2.268 2.706 1.658  0.038
34 H 0.501 2.783 1.336  0.020
35 H 3.885 3.099 -0.884  0.087
36 H 3.457 2.045 -2.264  0.071
37 H 4.027 1.321 -0.739  0.034
38 H -2.692 -2.648 -1.179  0.078
39 H -1.917 -1.894 -2.609  0.053
40 H -2.464 -0.876 -1.232  0.055
41 H -1.778 -3.580 0.544  0.078
42 H -1.120 -2.327 1.622  0.022
43 H -0.077 -3.681 1.068  0.059
44 H -0.257 -4.002 -2.138  0.088
45 H 1.149 -3.892 -1.035  0.056
46 H 1.069 -2.865 -2.496  0.027
47 C -0.237 -0.247 -3.515  -0.442
48 C 0.718 -1.087 -4.115  -0.004
49 C 0.351 -1.796 -5.241  -0.014
50 C -0.902 -1.551 -5.839  0.049
51 C -1.755 -0.583 -5.394  0.085
52 C -1.524 0.170 -4.144  -0.224
53 O -0.067 0.429 -2.434  -0.291
54 H 1.827 -0.381 -1.991  0.175
55 H 1.728 -1.103 -3.699  0.124
56 H 1.041 -2.523 -5.669  0.141
57 H -1.180 -2.184 -6.692  0.160
58 H -2.685 -0.378 -5.951  0.165
59 H -2.370 0.011 -3.445  0.153
60 C -0.151 2.510 4.167  0.037
61 N -1.183 1.511 4.239  0.030
62 C -1.371 0.819 5.488  -0.099
63 C -2.778 0.279 5.554  -0.109
64 C -3.065 -0.588 4.353  -0.106
65 N -2.629 0.045 3.134  0.020
66 C -3.243 -0.410 1.912  0.016
67 C -1.671 1.030 3.049  -0.421
68 O -1.269 1.463 1.950  0.015
69 H -0.021 2.940 5.162  0.126
70 H -0.441 3.298 3.464  0.125
71 H 0.820 2.100 3.848  0.114
72 H -0.657 -0.016 5.592  0.166
73 H -1.185 1.535 6.294  0.156
74 H -3.488 1.112 5.580  0.148
75 H -2.910 -0.307 6.470  0.154
76 H -4.140 -0.798 4.273  0.163
77 H -2.547 -1.554 4.478  0.163
78 H -3.345 -1.503 1.923  0.116
79 H -4.254 0.012 1.795  0.148
80 H -2.629 -0.106 1.059  0.075

Computed properties:
LUMO (alpha / beta)	-13.577 / -14.613	eV
total charge	+4
frontier orbital gap (alpha / beta)	4.10 / 6.07	eV
2S+1	5


(3)
Density functional theory data (the ωB97M-V functional and the def2-TZVPD basis) for 7 unconnected molecules or ions with the total composition C37H57FNO32PS6 in a non-equilibrium geometry.

Each line ends with the Löwdin charge.
CARTESIAN COORDINATES (ANGSTROEM)
1 C -2.434 0.697 2.674  -0.117
2 O -0.980 0.761 3.020  -0.278
3 C -0.234 0.436 1.762  -0.219
4 C 0.727 1.680 1.266  -0.154
5 C 1.909 1.151 0.248  -0.200
6 C 1.929 1.894 -1.217  -0.199
7 C 0.536 1.746 -2.078  -0.199
8 C 0.350 0.262 -2.786  -0.194
9 C -0.580 -0.771 -1.900  -0.187
10 C -2.212 -0.412 -1.984  -0.199
11 C -3.016 -1.302 -3.100  -0.212
12 C -4.590 -1.599 -2.759  -0.204
13 C -5.361 -0.430 -1.910  -0.212
14 C -5.873 0.853 -2.806  -0.155
15 C -5.198 2.195 -2.145  -0.034
16 C -5.773 2.623 -0.633  -0.133
17 P -7.088 1.625 0.343  0.748
18 O -7.522 2.532 1.604  -0.401
19 O -6.411 0.155 1.076  -0.213
20 O -8.558 1.303 -0.537  -0.222
21 C -5.167 3.967 0.103  0.061
22 C -3.999 4.876 -0.616  0.014
23 C -3.452 6.179 0.280  -0.229
24 O -2.817 5.830 1.433  -0.013
25 N -3.607 7.625 -0.136  0.125
26 C -2.389 8.368 0.384  -0.190
27 O -2.599 9.534 1.032  0.031
28 F -0.970 7.918 0.205  -0.005
29 C -3.409 4.492 -2.118  0.044
30 C -4.032 3.126 -2.854  0.020
31 C -3.396 2.748 -4.317  -0.204
32 O -3.448 1.563 -4.931  -0.047
33 C -2.543 3.937 -5.127  0.014
34 C -1.999 5.165 -4.487  0.008
35 C -2.262 5.406 -2.861  -0.200
36 O -1.521 6.364 -2.289  -0.036
37 H -2.771 -0.410 2.382  0.112
38 H -2.690 1.478 1.822  0.101
39 H -2.998 1.063 3.649  0.106
40 H 0.460 -0.512 1.940  0.113
41 H -1.079 0.167 0.965  0.102
42 H 0.023 2.482 0.738  0.117
43 H 1.234 2.128 2.238  0.119
44 H 1.870 -0.027 0.124  0.106
45 H 2.944 1.396 0.773  0.118
46 H 2.851 1.494 -1.826  0.085
47 H 2.079 3.055 -1.019  0.122
48 H -0.400 2.032 -1.434  0.092
49 H 0.595 2.545 -2.956  0.107
50 H -0.120 0.323 -3.877  0.117
51 H 1.412 -0.271 -2.889  0.077
52 H -0.436 -1.844 -2.397  0.113
53 H -0.186 -0.795 -0.783  0.090
54 H -2.385 0.758 -2.073  0.100
55 H -2.629 -0.699 -0.903  0.106
56 H -2.475 -2.366 -3.127  0.110
57 H -2.899 -0.885 -4.212  0.109
58 H -5.211 -1.844 -3.747  0.123
59 H -4.623 -2.592 -2.116  0.114
60 H -6.352 -0.935 -1.477  0.116
61 H -4.782 -0.023 -0.977  0.091
62 H -5.725 0.738 -3.960  0.119
63 H -7.050 0.965 -2.640  0.108
64 H -7.200 -0.400 1.349  0.031
65 H -8.806 2.132 -1.044  0.094
66 H -5.577 4.247 1.175  0.126
67 H -3.648 7.661 -1.187  0.139
68 H -2.310 3.785 -6.286  0.131
69 H -1.378 5.935 -5.131  0.130
70 O 3.137 -1.213 -2.835  -0.259
71 S 4.476 -0.676 -2.734  0.671
72 O 4.955 0.028 -1.568  -0.234
73 O 4.755 0.246 -4.049  -0.188
74 C 5.888 -0.260 -4.753  -0.202
75 C 5.921 -1.756 -4.452  -0.172
76 O 5.531 -1.870 -3.086  -0.190
77 H 6.781 0.241 -4.365  0.125
78 H 5.794 -0.056 -5.823  0.126
79 H 6.911 -2.190 -4.608  0.132
80 H 5.187 -2.296 -5.059  0.135
81 O 4.043 -1.572 6.294  -0.252
82 S 3.777 -0.276 5.712  0.680
83 O 4.743 0.442 4.914  -0.229
84 O 3.243 0.712 6.894  -0.193
85 C 1.945 1.200 6.555  -0.165
86 C 1.318 0.117 5.682  -0.166
87 O 2.383 -0.372 4.871  -0.197
88 H 2.067 2.134 5.998  0.135
89 H 1.362 1.390 7.460  0.139
90 H 0.505 0.502 5.061  0.123
91 H 0.947 -0.715 6.291  0.136
92 O 7.813 -5.713 9.484  -0.241
93 S 6.396 -5.503 9.287  0.678
94 O 5.384 -6.193 10.054  -0.239
95 O 6.068 -5.697 7.702  -0.199
96 C 5.487 -4.500 7.187  -0.180
97 C 6.049 -3.371 8.047  -0.179
98 O 6.102 -3.901 9.370  -0.193
99 H 4.400 -4.574 7.295  0.133
100 H 5.740 -4.378 6.130  0.135
101 H 5.426 -2.474 8.016  0.112
102 H 7.070 -3.115 7.745  0.136
103 O -8.365 -1.640 2.341  -0.246
104 S -8.105 -2.701 3.288  0.701
105 O -8.122 -2.501 4.719  -0.216
106 O -6.696 -3.413 2.881  -0.188
107 C -6.919 -4.799 2.629  -0.169
108 C -8.363 -4.899 2.145  -0.174
109 O -9.086 -3.954 2.931  -0.188
110 H -6.780 -5.342 3.569  0.135
111 H -6.208 -5.171 1.886  0.139
112 H -8.776 -5.902 2.271  0.138
113 H -8.448 -4.600 1.095  0.133
114 O 10.533 0.079 -6.738  -0.220
115 S 9.116 0.289 -6.935  0.703
116 O 8.105 -0.401 -6.168  -0.249
117 O 8.788 0.095 -8.520  -0.188
118 C 8.208 1.292 -9.035  -0.172
119 C 8.769 2.421 -8.175  -0.172
120 O 8.822 1.891 -6.852  -0.188
121 H 7.121 1.218 -8.927  0.132
122 H 8.460 1.414 -10.092  0.139
123 H 8.146 3.318 -8.206  0.139
124 H 9.790 2.677 -8.477  0.135
125 O -0.386 -2.677 2.576  -0.244
126 S 0.013 -4.023 2.229  0.676
127 O -0.931 -5.099 2.034  -0.236
128 O 1.143 -4.510 3.298  -0.192
129 C 2.342 -4.847 2.603  -0.171
130 C 2.342 -3.982 1.346  -0.171
131 O 0.982 -3.944 0.919  -0.196
132 H 2.301 -5.911 2.348  0.133
133 H 3.215 -4.659 3.234  0.135
134 H 2.982 -4.389 0.559  0.139
135 H 2.653 -2.956 1.573  0.132

Computed properties:
LUMO	-2.641	eV
frontier orbital gap	6.76	eV
SMILES	COCCCCCCCCCCCCc1c(P(=O)(O)O)cc(C(=O)NC(=O)F)c2c1C(=O)C=CC2=O.O=S1(=O)OCCO1.O=S1(=O)OCCO1.O=S1(=O)OCCO1.O=S1(=O)OCCO1.O=S1(=O)OCCO1.O=S1(=O)OCCO1


(4)
Density functional theory data (the ωB97M-V functional and the def2-TZVPD basis) for a molecular structure, C42H50BrN9O2PSr in a non-equilibrium geometry.

Each line ends with the Löwdin charge.
CARTESIAN COORDINATES (ANGSTROEM)
1 Sr -0.590 1.118 -0.411  1.340
2 O -1.284 0.093 6.738  -0.015
3 C -2.180 -0.195 5.932  -0.679
4 O -3.215 -0.880 6.004  -0.021
5 C -1.878 0.283 4.482  -0.059
6 C -2.819 0.112 3.481  0.045
7 C -2.503 0.491 2.190  -0.234
8 N -1.297 0.990 1.878  -0.034
9 C -0.391 1.199 2.849  -0.198
10 C -0.662 0.871 4.166  0.073
11 C 0.866 1.896 2.433  -0.209
12 C 1.950 2.038 3.291  0.015
13 C 3.038 2.785 2.883  -0.031
14 C 3.021 3.389 1.632  -0.049
15 C 1.919 3.177 0.829  -0.160
16 N 0.872 2.436 1.203  -0.022
17 C -3.465 0.323 1.059  -0.235
18 C -4.812 0.064 1.287  0.002
19 C -5.649 -0.162 0.212  -0.027
20 C -5.133 -0.118 -1.075  -0.042
21 C -3.795 0.183 -1.223  -0.141
22 N -2.972 0.405 -0.190  -0.027
23 H -3.757 -0.350 3.762  0.119
24 H 0.024 1.043 4.987  0.121
25 H 1.939 1.575 4.268  0.122
26 H 3.888 2.909 3.541  0.119
27 H 3.841 4.006 1.290  0.110
28 H 1.865 3.616 -0.164  0.109
29 H -5.200 0.039 2.295  0.125
30 H -6.698 -0.374 0.377  0.122
31 H -5.754 -0.300 -1.941  0.114
32 H -3.351 0.252 -2.212  0.102
33 Br -1.390 7.834 3.274  0.789
34 C -1.324 6.531 1.919  -0.690
35 C -1.924 5.297 2.126  -0.095
36 C -1.846 4.333 1.136  -0.018
37 C -1.196 4.601 -0.062  -0.284
38 C -0.594 5.838 -0.253  -0.030
39 C -0.657 6.807 0.736  -0.110
40 N -1.103 3.556 -1.032  0.013
41 C -1.170 3.855 -2.261  -0.071
42 C -1.013 2.845 -3.337  -0.255
43 C -1.060 3.249 -4.658  0.002
44 C -0.910 2.300 -5.659  -0.027
45 C -0.721 0.979 -5.302  -0.030
46 C -0.688 0.659 -3.951  -0.120
47 N -0.827 1.564 -2.984  0.004
48 H -2.436 5.089 3.055  0.113
49 H -2.302 3.361 1.292  0.104
50 H -0.032 6.042 -1.159  0.116
51 H -0.179 7.767 0.594  0.108
52 H -1.378 4.877 -2.586  0.138
53 H -1.218 4.293 -4.895  0.124
54 H -0.945 2.589 -6.701  0.122
55 H -0.606 0.204 -6.047  0.118
56 H -0.547 -0.369 -3.630  0.115
57 C 5.261 -1.609 -3.197  -0.067
58 C 6.036 -1.261 -1.929  -0.405
59 C 5.878 -2.332 -0.853  -0.064
60 C 5.674 0.129 -1.406  -0.096
61 N 4.245 0.273 -1.096  -0.081
62 C 3.238 0.690 -1.860  -0.135
63 N 2.136 0.650 -1.152  -0.033
64 N 2.499 0.201 0.076  -0.011
65 N 3.760 -0.029 0.118  0.111
66 H 5.607 -2.561 -3.600  0.088
67 H 5.397 -0.852 -3.975  0.083
68 H 4.191 -1.712 -2.997  0.060
69 H 7.095 -1.185 -2.194  0.141
70 H 4.846 -2.390 -0.497  0.053
71 H 6.516 -2.127 0.009  0.087
72 H 6.152 -3.310 -1.250  0.087
73 H 5.921 0.892 -2.142  0.131
74 H 6.207 0.349 -0.484  0.132
75 H 3.335 0.990 -2.891  0.144
76 C -2.729 -3.571 -1.800  -0.133
77 C -1.448 -3.990 -1.066  -0.542
78 C -1.649 -5.352 -0.393  -0.100
79 P -0.793 -2.578 -0.046  1.066
80 C 1.044 -2.921 -0.010  -0.552
81 C 1.566 -4.334 0.262  -0.103
82 C 1.637 -2.469 -1.353  -0.164
83 C -1.422 -2.720 1.702  -0.536
84 C -2.949 -2.843 1.693  -0.103
85 C -0.805 -3.719 2.681  -0.091
86 H -2.996 -4.313 -2.557  0.080
87 H -2.610 -2.605 -2.296  0.048
88 H -3.570 -3.491 -1.107  0.067
89 H -0.667 -4.102 -1.826  0.090
90 H -2.546 -5.356 0.227  0.068
91 H -0.810 -5.652 0.227  0.053
92 H -1.787 -6.119 -1.160  0.085
93 H 1.413 -2.244 0.768  0.088
94 H 1.262 -5.019 -0.531  0.075
95 H 1.245 -4.744 1.214  0.059
96 H 2.661 -4.316 0.264  0.079
97 H 1.416 -3.200 -2.135  0.079
98 H 2.727 -2.401 -1.278  0.046
99 H 1.252 -1.504 -1.679  0.018
100 H -1.181 -1.725 2.091  0.068
101 H -3.256 -3.876 1.523  0.073
102 H -3.416 -2.227 0.921  0.048
103 H -3.351 -2.541 2.663  0.088
104 H -0.931 -4.752 2.354  0.069
105 H -1.308 -3.614 3.646  0.091
106 H 0.254 -3.525 2.849  0.072

Computed properties:
LUMO	-3.773	eV
total charge	+1
frontier orbital gap	5.74	eV